1.
17
Properties=species:S:1:pos:R:3:forces:R:3:nbo_charge:R:1 method="wB97M-V/def2-TZVPD" charge=+1 lumo_energy_ev=-3.44 fmax_ev_per_a=4.3 e_tot_ha=-322.19716 relative_energy_kj_mol=691.59 homo_energy_ev=-12.25
C -0.097665 1.213201 -0.685213 -3.956 -1.646 0.071 -0.145
C -2.232829 0.615918 -0.688479 2.854 1.643 -0.827 -0.254
C 0.416443 -0.077416 -0.283312 -0.228 0.516 -0.232 0.279
C 1.756678 -0.667405 -0.607424 -0.039 -0.108 -0.044 -0.639
N -0.545388 -1.019589 0.053932 -0.191 -0.625 -0.107 -0.445
N 0.484007 1.190137 0.663022 0.661 0.693 0.711 -0.612
N -1.918043 -0.631428 0.136509 -0.077 -0.332 0.665 -0.422
H 0.260161 1.881549 -1.437867 0.269 0.192 -0.149 0.250
H -2.622263 1.366838 0.022305 0.245 -0.274 0.145 0.137
H 1.639584 -1.356924 -1.442239 -0.007 0.058 -0.037 0.266
H 2.157591 -1.221475 0.238645 0.075 -0.038 0.058 0.236
H 2.459112 0.107058 -0.899049 0.057 0.057 0.025 0.245
H -0.280873 -1.843077 0.574350 -0.190 -0.015 0.084 0.410
H -0.126354 1.292379 1.468063 -0.037 -0.027 -0.167 0.421
H 1.386003 1.644119 0.808470 -0.080 -0.182 -0.037 0.427
H -2.227793 -0.572702 1.123966 0.227 -0.077 -0.398 0.399
H -2.489521 -1.355594 -0.328030 0.419 0.165 0.239 0.448

2.
19
Properties=species:S:1:pos:R:3:forces:R:3:nbo_charge:R:1 method="wB97M-V/def2-TZVPD" charge=-1 lumo_energy_ev="3.72 / 3.88" fmax_ev_per_a=5.1 e_tot_ha=-472.94679 relative_energy_kj_mol=476.84 homo_energy_ev="-4.07 / -4.21"
C -0.558746 -1.976692 -0.311596 -2.590 -1.856 1.174 -0.636
C 0.783573 2.296649 -0.232751 -3.697 -2.286 2.621 -0.635
C -0.258548 -1.144785 0.958968 -0.229 1.463 -0.585 -0.253
C -0.006240 0.900331 -0.248951 -2.058 1.611 -0.861 -0.233
N 2.234377 -0.827048 -0.295310 -2.569 -0.123 -0.179 -0.220
N 0.538184 0.040853 0.683261 1.578 -1.531 0.556 -0.316
N 3.255944 -0.196258 0.045504 1.635 0.534 1.628 0.485
O 4.367882 -0.657689 -0.390404 -0.512 0.236 -0.232 -0.579
O 3.242155 0.764215 0.860017 0.255 0.026 -0.482 -0.565
H -1.066881 -2.978243 -0.004189 0.813 1.414 -0.310 0.181
H -1.333365 -1.536337 -0.976327 0.616 0.152 0.419 0.193
H 0.291839 -2.260203 -0.898058 0.666 0.272 -0.026 0.242
H 1.214936 2.157305 0.767424 0.519 0.847 -0.516 0.258
H 1.456395 2.340451 -1.015628 1.370 0.423 -1.397 0.208
H -0.042598 3.023189 -0.199167 0.784 0.414 -0.366 0.181
H -1.199071 -0.692209 1.490839 1.173 -1.163 -0.939 0.171
H 0.351482 -1.640784 1.699113 -0.235 -0.804 0.133 0.206
H -1.176478 0.945882 0.040340 2.011 0.659 -0.207 0.143
H -0.141116 0.523908 -1.263140 0.469 -0.289 -0.433 0.168

3.
20
Properties=species:S:1:pos:R:3:forces:R:3:nbo_charge:R:1 method="wB97M-V/def2-TZVPD" charge=0 smiles="NCP1(=O)CNC(=O)NC1" lumo_energy_ev=0.42 fmax_ev_per_a=6.0 e_tot_ha=-814.49471 relative_energy_kj_mol=67.15 homo_energy_ev=-9.70
O 2.288443 2.447224 1.193480 2.870 4.926 1.801 -0.625
O -1.000126 -1.982169 0.767600 -0.383 0.313 0.304 -1.095
C 1.539142 1.551171 1.159446 -2.362 1.287 -3.083 0.773
N -1.910514 -1.637655 -2.185672 0.564 0.905 1.120 -0.831
N 2.130006 0.394346 0.848598 -1.143 -2.652 -0.531 -0.634
N 0.160112 1.885676 0.880246 -0.948 -2.558 -0.052 -0.671
C -0.821449 -0.728264 -1.622540 0.355 0.141 -0.989 -0.554
C 1.405082 -0.832534 0.547684 1.282 -0.466 -0.826 -0.593
C -0.873408 0.829283 1.107593 0.836 0.662 0.646 -0.595
P -0.402963 -0.731355 0.229242 -0.195 -2.012 0.168 1.859
H -2.442923 -1.137820 -2.925742 0.510 -0.385 1.081 0.365
H -2.531913 -1.936186 -1.424188 0.259 0.168 -0.517 0.382
H 3.108558 0.508433 0.567201 -0.851 -0.064 0.432 0.427
H -0.258242 2.820779 0.985219 1.549 -0.577 0.301 0.420
H -1.050959 0.301511 -1.780761 -0.556 1.116 -0.307 0.195
H 0.062727 -0.842661 -2.300334 -0.265 -0.261 1.056 0.223
H 1.547143 -1.467166 1.453449 -0.596 -0.306 -1.045 0.248
H 1.831688 -1.313521 -0.405768 -0.411 0.397 1.596 0.237
H -0.944472 0.780727 2.240758 -0.502 -1.030 -1.406 0.239
H -1.835932 1.090182 0.664489 -0.014 0.398 0.249 0.232

4.
20
Properties=species:S:1:pos:R:3:forces:R:3:nbo_charge:R:1 method="wB97M-V/def2-TZVPD" charge=+1 lumo_energy_ev=-4.44 fmax_ev_per_a=5.0 e_tot_ha=-547.99754 relative_energy_kj_mol=434.15 homo_energy_ev=-13.81
C -0.521057 -1.592112 0.138118 0.688 -1.425 0.197 0.492
C 0.065801 2.357689 -0.085792 -0.650 -2.132 -0.181 -0.723
C -0.877323 -0.273779 0.603334 0.637 2.578 0.633 -0.296
C 0.379731 0.996600 -0.569326 -0.259 -2.557 2.898 0.385
N 0.498981 -2.115492 0.838688 -0.666 -0.507 -0.922 -0.725
N -1.067516 -2.277597 -0.877472 -3.229 3.734 -0.397 -0.751
N -2.151392 0.345242 0.178375 1.629 -1.316 1.391 0.531
O -2.582893 1.266482 0.818250 -0.154 0.106 -0.249 -0.322
O -2.627322 -0.162393 -0.819570 -1.037 0.565 -0.882 -0.428
O 1.570263 0.375401 -0.290110 -0.824 0.949 -1.050 -0.672
H 0.884085 2.930638 -0.195653 3.078 2.291 -1.074 0.251
H -0.154555 2.570938 0.925114 -0.574 -0.781 1.429 0.274
H -0.715364 2.698169 -0.669879 -1.547 1.099 -1.121 0.257
H -0.487394 0.067833 1.643965 -1.165 -0.859 -1.999 0.272
H -0.199836 0.562273 -1.362603 0.490 0.241 -0.885 0.203
H 1.017732 -1.657378 1.529866 0.232 1.408 0.910 0.417
H 0.721062 -3.076698 0.871241 -0.051 -1.155 -0.748 0.419
H -1.936654 -1.763138 -1.351079 2.483 -1.278 1.601 0.468
H -0.798943 -3.091854 -1.364092 1.047 -1.047 0.239 0.436
H 2.278782 1.011845 -0.117879 -0.128 0.084 0.212 0.512